(1)
{
  "formula": "C11H15N",
  "method": "wB97M-V/def2-TZVPD",
  "molar_mass_g_mol": 161.25,
  "fmax_ev_per_a": 6.97,
  "smiles": "Cc1c[nH]c2ccccc12.CC",
  "e_homo_ev": -7.7,
  "relative_energy_ev": 2.428,
  "e_lumo_ev": 0.96,
  "elements": ["C", "C", "C", "N", "C", "C", "C", "C", "C", "C", "H", "H", "H", "H", "H", "H", "H", "H", "H", "C", "C", "H", "H", "H", "H", "H", "H"],
  "positions_angstrom": [[0.859, 0.833, 2.644], [-0.336, 0.399, 1.879], [-1.599, 1.101, 1.927], [-2.412, 0.596, 0.848], [-1.644, -0.305, 0.163], [-1.994, -0.917, -1.000], [-1.092, -1.623, -1.765], [0.260, -1.922, -1.205], [0.544, -1.222, -0.024], [-0.372, -0.457, 0.708], [0.556, 0.983, 3.704], [1.131, 1.792, 2.446], [1.678, 0.144, 2.499], [-1.965, 1.842, 2.635], [-3.306, 0.815, 0.589], [-2.959, -0.815, -1.439], [-1.117, -1.700, -2.922], [0.858, -2.657, -1.619], [1.544, -1.296, 0.448], [3.605, 0.945, -2.063], [2.233, 1.409, -1.556], [3.979, 1.227, -2.991], [4.352, 1.575, -1.488], [3.692, -0.008, -1.880], [2.123, 1.130, -0.502], [1.468, 0.847, -2.187], [2.049, 2.504, -1.481]]
}

***

(2)
{
  "formula": "C11H15N",
  "method": "wB97M-V/def2-TZVPD",
  "molar_mass_g_mol": 161.25,
  "fmax_ev_per_a": 2.26,
  "smiles": "Cc1c[nH]c2ccccc12.CC",
  "e_homo_ev": -7.7,
  "relative_energy_ev": 0.799,
  "e_lumo_ev": 0.93,
  "elements": ["C", "C", "C", "N", "C", "C", "C", "C", "C", "C", "H", "H", "H", "H", "H", "H", "H", "H", "H", "C", "C", "H", "H", "H", "H", "H", "H"],
  "positions_angstrom": [[-0.661, -1.423, 2.448], [0.549, -0.866, 1.798], [1.803, -1.420, 1.664], [2.595, -0.582, 0.908], [1.835, 0.427, 0.382], [2.160, 1.532, -0.375], [1.189, 2.504, -0.533], [-0.070, 2.439, 0.042], [-0.391, 1.347, 0.842], [0.556, 0.327, 1.026], [-0.925, -2.470, 2.255], [-1.480, -0.762, 2.210], [-0.496, -1.324, 3.550], [2.144, -2.243, 2.260], [3.591, -0.620, 0.785], [3.128, 1.631, -0.850], [1.378, 3.423, -1.077], [-0.822, 3.205, -0.028], [-1.438, 1.186, 1.067], [-1.837, -0.060, -2.047], [-1.815, -1.493, -2.560], [-1.732, 0.082, -0.972], [-1.158, 0.515, -2.656], [-2.861, 0.372, -2.105], [-0.821, -1.918, -2.310], [-2.531, -2.167, -2.078], [-1.888, -1.640, -3.645]]
}